A cluster of 2 separate species, C2H2NO3P in total, computed with wB97M-V/def2-TZVPD.

Computed properties:
Orbital gap = 4.913 eV
Largest force on an atom = 8.02 eV/Å

Geometry as ORCA input:
```
! RIJCOSX wB97M-V def2-TZVPD def2/J DEFGRID3
* xyz -2 1
C 3.118 -1.116 -0.077
C 3.203 1.552 -0.180
N 3.710 0.513 0.022
O 3.268 -1.524 -1.182
O 2.671 -1.441 0.990
O 2.724 2.786 -0.571
P -5.891 -0.386 -0.256
H -6.596 0.684 0.344
H -6.208 -1.068 0.910
*
```

***

The ion C2H2NO3S with charge -1, computed with wB97M-V/def2-TZVPD.

Computed properties:
Structure (SMILES) = C=[N+]([O-])OC([O-])=S
Orbital gap = 7.651 eV
Largest force on an atom = 5.93 eV/Å

Geometry as ORCA input:
```
! RIJCOSX wB97M-V def2-TZVPD def2/J DEFGRID3
* xyz -1 1
C 0.858 1.504 -0.287
C -0.775 -1.153 0.762
N -0.121 -0.799 -0.353
O 1.859 1.170 0.252
O -0.136 0.492 -0.755
O 0.501 -1.621 -0.975
S 0.292 2.954 -0.709
H -1.585 -0.394 1.181
H -0.893 -2.153 0.884
*
```

***

The ion C2H2NO4 with charge +1, computed with wB97M-V/def2-TZVPD.

Computed properties:
Structure (SMILES) = O=[n+]1occ(O)o1
Orbital gap (spin up / spin down) = 8.229 / 8.226 eV
Largest force on an atom = 4.05 eV/Å

Geometry as ORCA input:
```
! RIJCOSX wB97M-V def2-TZVPD def2/J DEFGRID3
* xyz 1 1
C 0.471 -0.818 0.024
C 0.491 0.575 0.011
N -1.660 -0.273 -0.006
O -2.806 -0.203 -0.029
O -0.821 -1.216 0.014
O -0.741 1.037 -0.002
O 1.463 1.421 0.007
H 1.242 -1.569 0.018
H 2.361 1.047 -0.037
*
```

***

A structure of composition C2H2NO4, computed with wB97M-V/def2-TZVPD.

Computed properties:
Orbital gap = 8.434 eV
Largest force on an atom = 2.77 eV/Å

Geometry as ORCA input:
```
! RIJCOSX wB97M-V def2-TZVPD def2/J DEFGRID3
* xyz 1 1
C 0.378 -1.398 0.386
C -0.315 -0.215 -0.356
N 1.090 2.067 0.590
O 0.609 2.800 1.246
O 1.148 -1.273 1.275
O -0.168 0.994 -0.121
O -1.133 -0.644 -1.239
H 0.024 -2.354 -0.027
H -1.634 0.023 -1.754
*
```

***

A cluster of 2 separate species, C2H2NOP in total, computed with wB97M-V/def2-TZVPD.

Computed properties:
Orbital gap = 7.303 eV
Largest force on an atom = 4.39 eV/Å

Geometry as ORCA input:
```
! RIJCOSX wB97M-V def2-TZVPD def2/J DEFGRID3
* xyz 0 1
C -0.495 -0.484 0.046
C -2.613 0.064 -0.016
N 0.708 -0.101 0.139
O -3.052 0.537 -1.076
P -4.165 -0.250 0.501
H -0.799 -1.385 -0.387
H 0.914 0.905 0.488
*
```

***

The molecule C2H2O2, computed with wB97M-V/def2-TZVPD.

Computed properties:
Structure (SMILES) = C#COO
Orbital gap = 10.922 eV
Largest force on an atom = 7.35 eV/Å

Geometry as ORCA input:
```
! RIJCOSX wB97M-V def2-TZVPD def2/J DEFGRID3
* xyz 0 1
C 0.371 -1.211 -0.820
C 0.444 -0.040 -0.613
O -0.898 1.141 0.879
O 0.395 1.238 0.323
H 0.385 -1.976 -1.473
H -0.697 0.848 1.705
*
```

***

Taking the records one at a time from the top gives ΔE to the lowest compared entry with this formula, charge and spin values of 126.8, 349.7, 365.4, 34.7, 498.8, 558.7 kJ/mol.
Taking the records one at a time from the top gives molar mass values of 119.02, 120.11, 104.04, 104.04, 87.02, 58.04 g/mol.
Taking the records one at a time from the top gives E_tot values of -699.2174, -756.0067, -432.6061, -432.7320, -548.5339, -227.6350 hartree.